# 1
69
Properties=species:S:1:pos:R:3:forces:R:3:nbo_charge:R:1 method="wB97M-V/def2-TZVPD" total_charge=+1
C -1.32033 -2.47284 -0.39738 -0.002 0.238 0.208 -0.619
C -1.78266 -1.01990 -0.65590 0.044 -0.189 -0.369 -0.395
C -1.26516 -0.48719 -2.00311 -0.178 0.038 0.223 -0.436
C -1.85787 0.85122 -2.46200 0.473 -0.263 -0.291 -0.068
O -2.38554 1.63752 -1.33177 -0.008 0.122 -0.076 -0.662
S -3.77277 2.37408 -1.43531 0.309 -0.210 0.160 1.114
C -5.04030 1.15969 -1.04788 -0.586 -0.190 -0.103 -0.609
C -5.81068 0.56805 -2.24865 0.060 0.112 0.100 -0.410
C -5.31820 -0.81761 -2.66102 0.207 0.182 0.017 -0.533
C -6.14907 -1.34417 -3.82064 -0.368 0.163 -0.180 0.785
O -7.11175 -0.76254 -4.23646 0.362 -0.204 0.117 -0.541
O -5.73753 -2.49587 -4.37834 0.113 0.004 0.191 -0.645
H -2.17112 -3.11484 -0.15838 0.115 0.000 -0.119 0.219
H -0.79287 -2.88608 -1.26129 -0.090 -0.024 0.111 0.213
H -0.64636 -2.51772 0.46208 -0.028 -0.022 -0.197 0.232
H -2.87916 -0.99464 -0.67182 0.103 0.090 0.137 0.173
H -1.42569 -0.36140 0.13952 -0.215 -0.012 0.004 0.222
H -0.18016 -0.37977 -1.94564 -0.099 -0.161 -0.106 0.234
H -1.49631 -1.22375 -2.78246 0.148 0.125 0.047 0.222
H -1.07587 1.47684 -2.90138 -0.211 -0.002 0.045 0.227
H -2.64856 0.71033 -3.20574 -0.078 0.065 0.206 0.178
H -3.96503 2.38712 -2.77354 -0.018 0.133 -0.081 0.114
H -4.53358 0.38871 -0.45962 0.072 0.167 0.037 0.276
H -5.70920 1.69996 -0.36878 0.098 -0.059 -0.102 0.274
H -6.87068 0.52550 -1.98550 0.157 -0.084 -0.054 0.266
H -5.75955 1.24330 -3.11169 -0.100 -0.083 0.111 0.225
H -5.37220 -1.51425 -1.81655 -0.033 0.004 -0.098 0.242
H -4.26481 -0.78178 -2.97687 -0.147 -0.069 0.078 0.211
H -4.97223 -2.86242 -3.91140 -0.145 0.028 -0.109 0.485
C 1.73835 2.37346 -1.42329 -0.008 -0.085 0.046 -0.612
C 1.16181 1.68228 -0.19146 -0.002 0.014 -0.068 -0.401
C 0.24809 2.57364 0.64472 -0.109 -0.014 0.035 -0.397
C 0.91233 3.81401 1.24261 0.061 -0.004 -0.031 -0.398
C 2.11842 3.51680 2.13246 -0.025 -0.008 0.055 -0.400
C 1.78157 2.66091 3.34997 0.038 0.013 -0.049 -0.612
H 2.36844 3.22012 -1.15189 -0.008 0.017 -0.009 0.219
H 2.35023 1.68668 -2.00942 0.004 0.010 -0.016 0.216
H 0.94098 2.75049 -2.07159 0.008 0.048 0.006 0.182
H 1.97441 1.29445 0.42729 0.004 -0.011 0.008 0.212
H 0.58769 0.80498 -0.50958 0.086 0.024 0.093 0.179
H -0.18676 1.97278 1.44995 -0.005 0.003 0.007 0.201
H -0.59323 2.89385 0.01872 0.023 0.035 0.022 0.182
H 0.16468 4.35957 1.82633 0.005 -0.001 0.013 0.203
H 1.21824 4.49080 0.44009 -0.005 -0.010 -0.009 0.202
H 2.54133 4.46621 2.46739 0.016 -0.002 -0.003 0.212
H 2.90337 3.02791 1.54858 0.006 0.014 -0.019 0.194
H 1.01733 3.14159 3.96419 -0.016 -0.012 0.002 0.204
H 2.66209 2.50827 3.97401 -0.005 0.001 0.014 0.220
H 1.41077 1.67470 3.06352 -0.006 0.001 0.007 0.195
C 1.47308 -1.44049 2.14958 -0.012 -0.002 -0.119 -0.615
C 2.26210 -2.53686 1.44010 -0.047 0.012 0.032 -0.400
C 3.30996 -3.20143 2.33054 0.028 -0.014 0.001 -0.398
C 4.38749 -2.25340 2.86058 -0.016 0.020 0.009 -0.398
C 5.16333 -1.49755 1.78284 0.044 -0.037 -0.004 -0.398
C 5.93038 -2.40935 0.82997 -0.035 0.060 -0.003 -0.611
H 2.12137 -0.62452 2.47268 -0.012 0.000 0.011 0.208
H 0.71817 -1.01341 1.48261 0.004 0.054 0.050 0.190
H 0.96053 -1.83243 3.03043 0.013 0.009 0.028 0.208
H 2.74025 -2.12125 0.54818 0.011 -0.010 -0.013 0.193
H 1.57024 -3.30550 1.08313 0.014 -0.009 -0.008 0.197
H 3.77849 -4.01779 1.77538 0.012 0.006 0.004 0.206
H 2.80756 -3.66842 3.18313 -0.015 0.000 -0.005 0.204
H 5.09140 -2.83424 3.46335 0.011 0.003 -0.005 0.208
H 3.93549 -1.53029 3.54541 -0.007 -0.012 0.007 0.199
H 5.86698 -0.82136 2.27422 -0.006 0.014 -0.007 0.207
H 4.48335 -0.85943 1.20932 -0.011 0.016 0.012 0.184
H 6.63382 -3.03867 1.37812 -0.006 -0.021 -0.002 0.208
H 6.49967 -1.82716 0.10469 0.013 -0.010 0.002 0.212
H 5.26146 -3.06546 0.27059 0.001 -0.011 0.000 0.197

=====

# 2
83
Properties=species:S:1:pos:R:3:forces:R:3:lowdin_charge:R:1 method="wB97M-V/def2-TZVPD" total_charge=-1
C 3.36621 -5.04887 -0.54034 0.057 0.139 -0.148 -0.118
C 2.16075 -4.53391 -1.35019 0.262 0.193 0.101 -0.228
C 1.20860 -3.68720 -0.50719 -0.081 -0.249 0.109 -0.305
O -0.06790 -3.67189 -1.07337 -0.003 0.033 -0.216 -0.275
C -1.14295 -3.57444 -0.11074 0.000 0.159 -0.172 -0.348
Ga -2.95842 -3.12497 -0.97743 0.037 -0.145 0.018 0.373
B -4.42788 -4.62780 -0.57803 0.135 -0.079 -0.100 -0.697
N -4.82572 -5.15116 0.77135 -0.271 0.122 -0.059 0.039
O -5.15762 -5.18853 -1.63199 0.310 -0.624 0.111 -0.002
H 3.35253 -6.13348 -0.43328 -0.042 0.008 0.115 0.061
H 4.31121 -4.78594 -1.01918 0.014 -0.055 -0.005 0.056
H 3.38909 -4.60216 0.45601 -0.021 -0.075 0.030 0.061
H 1.58331 -5.35795 -1.76923 0.011 0.003 -0.014 0.102
H 2.54041 -3.93128 -2.17784 -0.210 -0.076 -0.148 0.098
H 1.16275 -4.10836 0.50858 -0.011 -0.014 -0.016 0.108
H 1.60515 -2.66125 -0.41898 0.009 -0.012 0.131 0.118
H -1.18420 -4.53209 0.42972 0.025 0.084 0.132 0.043
H -0.89108 -2.78407 0.61132 -0.001 -0.065 0.061 0.037
H -3.48398 -1.73419 -0.35137 0.008 0.013 -0.037 -0.105
H -2.78704 -2.98264 -2.58791 0.063 -0.031 -0.020 -0.102
H -5.84530 -5.12821 0.84594 0.000 0.008 0.010 0.034
H -4.62527 -6.15228 0.73465 0.060 0.004 0.077 0.035
H -4.59575 -5.21485 -2.41735 -0.330 0.602 -0.044 0.045
C -0.45282 -7.13290 -5.71631 -0.109 -0.049 -0.129 -0.066
C -1.45177 -7.08487 -4.58189 0.256 0.123 0.225 -0.196
O -2.80842 -7.15672 -5.06310 -0.003 0.003 -0.023 0.045
C -3.23263 -8.36176 -5.40886 -0.021 -0.001 0.040 -0.615
O -2.61454 -9.39509 -5.33831 0.022 -0.019 -0.023 0.112
O -4.48871 -8.25072 -5.85394 -0.004 0.012 -0.031 0.003
C -5.07009 -9.47708 -6.29241 -0.066 -0.002 0.013 -0.049
H -0.66755 -6.34726 -6.44159 0.042 0.044 0.036 0.081
H 0.55327 -6.98100 -5.32496 -0.002 0.021 0.010 0.078
H -0.48642 -8.09457 -6.22768 0.017 -0.018 0.037 0.071
H -1.39193 -6.13709 -4.05061 -0.128 0.033 -0.043 0.129
H -1.27859 -7.88447 -3.86260 -0.074 -0.074 -0.065 0.124
H -4.99396 -10.23996 -5.52024 0.021 -0.006 -0.005 0.094
H -4.58009 -9.82910 -7.19976 0.027 -0.023 0.022 0.094
H -6.11270 -9.25081 -6.49559 0.005 0.019 -0.005 0.091
C -4.06198 3.47411 1.69700 0.133 -0.005 0.040 -0.068
C -3.92281 3.42065 0.19164 -0.190 0.029 -0.035 -0.213
O -2.54573 3.46995 -0.22382 0.000 0.000 0.024 0.030
C -1.89155 2.31134 -0.08854 0.120 0.035 -0.142 -0.607
O -2.34189 1.27961 0.31558 -0.111 0.045 0.171 0.131
O -0.62781 2.49390 -0.49948 0.002 -0.175 0.088 -0.029
C 0.17571 1.30749 -0.35802 0.046 -0.029 -0.087 -0.024
H -3.55269 4.35283 2.09590 -0.043 0.025 -0.006 0.078
H -5.11664 3.52662 1.96944 -0.007 0.005 -0.008 0.078
H -3.63261 2.58444 2.15430 -0.031 -0.024 -0.018 0.076
H -4.37735 4.29407 -0.27336 0.058 0.019 -0.016 0.118
H -4.39037 2.52578 -0.21781 0.063 -0.044 0.024 0.127
H -0.30742 0.45558 -0.83111 -0.027 -0.008 0.035 0.105
H 0.34412 1.09237 0.69566 -0.049 -0.029 0.005 0.101
H 1.12093 1.52554 -0.84728 -0.005 0.032 0.005 0.079
C 4.76696 5.62486 1.79208 -0.087 -0.101 0.023 -0.065
C 5.20311 5.92176 0.37502 0.118 0.146 0.078 -0.213
O 4.72139 4.93565 -0.55059 -0.024 0.005 -0.007 0.034
C 3.43270 5.06082 -0.88412 0.024 -0.004 0.006 -0.613
O 2.69221 5.93325 -0.50641 -0.020 0.021 0.004 0.118
O 3.11834 4.06840 -1.70524 0.003 -0.031 -0.033 0.011
C 1.73721 4.02825 -2.10130 -0.059 -0.012 -0.096 -0.023
H 5.07118 4.61954 2.08495 0.066 0.023 0.005 0.085
H 5.21666 6.34033 2.48197 0.012 -0.009 0.007 0.080
H 3.68407 5.69087 1.88326 0.002 0.032 -0.011 0.065
H 6.28704 5.88100 0.28339 -0.008 -0.075 -0.041 0.121
H 4.86975 6.90922 0.05531 -0.062 -0.024 -0.008 0.120
H 1.42680 4.98525 -2.51483 0.024 0.031 0.051 0.098
H 1.10522 3.76509 -1.25788 0.004 0.139 -0.015 0.075
H 1.67179 3.25849 -2.86453 0.053 -0.025 0.022 0.101
C 2.10682 5.59260 8.16426 0.009 -0.037 -0.129 -0.065
C 2.77321 6.94873 8.10152 -0.026 0.012 0.191 -0.213
O 3.39941 7.18060 6.82729 0.007 -0.011 -0.009 0.034
C 2.56904 7.52039 5.84130 0.018 0.002 0.004 -0.614
O 1.38081 7.68400 5.93967 -0.030 0.005 0.001 0.124
O 3.28384 7.65842 4.72647 0.041 0.008 -0.026 0.001
C 2.51374 7.96818 3.55963 -0.034 0.015 -0.143 -0.038
H 2.82051 4.80649 7.91614 0.012 -0.003 0.050 0.082
H 1.72594 5.41306 9.17002 0.007 0.003 0.008 0.079
H 1.27426 5.53607 7.46504 -0.017 0.027 0.021 0.077
H 3.58894 7.01567 8.81900 0.041 0.002 -0.049 0.120
H 2.06607 7.75185 8.30701 -0.028 -0.008 -0.069 0.121
H 1.88000 8.83593 3.72788 -0.006 -0.014 0.057 0.096
H 1.89835 7.11645 3.27496 -0.039 0.015 0.032 0.102
H 3.23275 8.17538 2.77337 0.032 -0.013 0.026 0.087

=====

# 3
74
Properties=species:S:1:pos:R:3:forces:R:3:lowdin_charge:R:1 method="wB97M-V/def2-TZVPD" total_charge=-1
C 1.20293 -1.24968 3.32547 -0.316 0.629 0.070 -0.114
C 0.26586 -0.14177 2.78696 -0.902 -1.153 0.612 -0.383
N 0.17447 -0.05544 1.34057 2.110 0.842 -0.723 -0.200
Ta 1.49101 1.13619 0.17706 -1.860 -1.331 0.557 1.665
S 3.64390 0.10171 1.06475 0.347 0.203 -0.415 0.202
C 1.35070 -0.52583 -1.45036 0.161 0.489 0.831 -0.329
C 2.44301 -1.59292 -1.44906 -0.666 -0.046 -0.929 -0.344
C 2.24692 -2.66093 -2.53073 -0.065 0.155 0.079 -0.223
C 0.93919 -3.45322 -2.44602 0.650 -0.368 0.209 -0.205
C 0.60794 -4.04847 -1.05972 -0.657 0.093 -0.303 -0.189
C -0.75886 -3.58107 -0.56091 -0.009 -0.551 0.018 -0.185
C -1.34951 -4.45180 0.53745 0.039 0.975 0.099 -0.229
O -2.53880 -3.86080 1.05344 0.042 -0.380 0.208 -0.188
C -2.30435 -2.95425 2.11228 -0.330 -0.088 -0.223 -0.106
C -0.29073 2.27574 -0.69036 1.054 -0.362 -0.111 -0.328
C -1.18470 1.52689 -1.68586 -0.427 0.467 0.299 -0.294
C -2.09137 0.45341 -1.10105 -0.074 0.197 0.119 -0.225
C -3.03446 0.94526 -0.00350 -0.121 -0.206 -0.397 -0.169
C -4.29599 1.60763 -0.54315 -0.044 -0.242 0.448 -0.226
O -5.43267 0.96697 0.04166 -0.171 0.204 -0.075 -0.195
C -6.59397 1.77618 0.04828 0.356 -0.402 -0.166 -0.122
C 2.84774 2.31488 -1.25748 0.056 -0.276 -0.610 -0.365
O 2.93995 1.72715 -2.57326 -0.444 -0.503 0.478 -0.286
O 4.22651 1.99926 -3.11882 0.520 0.321 -0.410 -0.074
C 1.67952 2.85933 1.78398 0.830 -0.419 -1.090 -0.767
Br 3.05641 2.45744 3.19249 -0.611 0.578 0.343 0.498
C 1.92413 4.25732 1.18353 0.065 0.311 1.265 -0.402
C 3.38282 4.67758 1.07410 0.004 -0.162 -0.479 -0.185
H 2.07300 -0.80158 3.78634 0.469 -0.063 -0.171 0.044
H 1.48364 -1.91283 2.51526 0.191 -0.222 -0.029 0.046
H 0.69248 -1.80884 4.10562 -0.075 -0.241 0.032 0.056
H 0.50536 0.79051 3.28524 0.167 0.368 -0.366 0.058
H -0.72451 -0.42046 3.16886 -0.236 0.241 0.040 0.079
H 0.08652 -0.98700 0.94943 -0.279 -0.032 0.044 0.000
H 3.41669 -1.18056 1.37315 -0.308 0.053 -0.089 -0.262
H 0.43487 -1.06430 -1.20527 -0.444 0.119 -0.026 0.005
H 1.20315 -0.11329 -2.44725 0.130 0.124 -0.153 0.041
H 2.40052 -2.09639 -0.49205 0.465 0.011 0.387 0.050
H 3.41067 -1.13306 -1.60702 0.308 0.000 0.282 0.069
H 2.28375 -2.18689 -3.50933 0.013 0.165 -0.212 0.104
H 3.09873 -3.34044 -2.50940 0.114 -0.273 0.100 0.100
H 1.03026 -4.28899 -3.13594 -0.054 -0.096 -0.276 0.096
H 0.11613 -2.85540 -2.81918 -0.216 0.253 0.113 0.099
H 1.39049 -3.87172 -0.33039 0.148 0.153 0.150 0.102
H 0.52289 -5.12878 -1.15672 0.166 -0.289 -0.020 0.102
H -0.76068 -2.55570 -0.21179 0.135 0.296 -0.010 0.075
H -1.43552 -3.63397 -1.40730 -0.277 0.185 -0.179 0.118
H -1.61995 -5.43142 0.16528 -0.013 -0.294 -0.093 0.118
H -0.61102 -4.54980 1.33713 0.042 -0.242 0.199 0.116
H -1.63019 -3.38354 2.85250 0.254 0.025 0.084 0.084
H -3.25561 -2.77050 2.59880 -0.226 0.001 0.037 0.086
H -1.93791 -1.99211 1.75845 0.294 0.136 -0.044 0.062
H -0.88834 2.65788 0.13669 -0.079 0.057 0.206 0.029
H 0.10144 3.15100 -1.20848 0.071 0.187 -0.050 0.029
H -0.61506 1.12943 -2.51539 0.275 -0.207 -0.119 0.082
H -1.85247 2.26872 -2.13911 -0.154 0.096 -0.157 0.097
H -1.55095 -0.39900 -0.70776 0.358 -0.042 -0.035 0.060
H -2.71474 0.08345 -1.91355 -0.106 -0.276 -0.147 0.107
H -3.34705 0.07025 0.55244 -0.243 -0.159 0.246 0.104
H -2.54169 1.60271 0.70214 0.224 0.038 0.126 0.095
H -4.32170 2.66780 -0.29867 0.008 0.253 -0.006 0.115
H -4.34987 1.49838 -1.62643 -0.043 0.074 -0.249 0.117
H -7.45368 1.15200 -0.16890 -0.203 -0.199 0.136 0.077
H -6.70924 2.24032 1.02557 -0.122 0.230 0.104 0.082
H -6.56011 2.53301 -0.73076 0.056 0.272 -0.086 0.077
H 3.86629 2.33101 -0.87152 0.115 0.010 0.317 0.023
H 2.55080 3.35294 -1.41993 -0.033 0.281 0.237 0.042
H 4.75608 1.28262 -2.74162 -0.066 -0.030 0.023 0.081
H 0.75570 2.86342 2.35036 -0.250 -0.032 0.131 -0.001
H 1.47910 4.98101 1.86943 -0.276 0.250 -0.043 0.088
H 1.41123 4.38620 0.23722 -0.131 -0.298 -0.223 0.065
H 3.73344 5.03556 2.02842 0.189 0.134 0.293 0.039
H 4.02905 3.85479 0.78839 0.089 -0.146 -0.135 0.042
H 3.50039 5.46678 0.33530 0.018 0.154 -0.073 0.069

=====

For reference, HOMO by record: -12.702 -3.899 -4.823 eV.
For reference, HOMO-LUMO gap by record: 8.528 5.842 7.520 eV.